# 1
A 2-piece molecular cluster, C9H14S overall, computed with ωB97M-V/def2-TZVPD.

Properties
LUMO level	0.90	eV
orbital gap	9.18	eV
charge	0
strongest force on any atom	1.5	eV/Å

Each line ends with the Löwdin charge.
Geometry (Å):
S1 1.72955 -0.27399 2.73250  0.74
C1 -2.56517 0.82685 0.34547  -0.04
C2 0.45165 -0.91181 -2.15333  -0.11
C3 2.02319 1.37885 2.08491  -0.44
C4 -1.51960 -1.12593 -0.85879  -0.07
C5 0.40866 0.44938 -1.99100  -0.10
C6 1.40441 -1.13667 1.18517  -0.44
C7 -0.56373 1.02979 -1.17107  -0.06
C8 -1.57292 0.24569 -0.63141  -0.29
C9 -0.54755 -1.74329 -1.62738  -0.08
H1 -3.57032 0.70365 -0.06904  0.08
H2 1.14796 2.01567 2.23163  0.03
H3 1.25425 -1.39027 -2.70691  0.10
H4 -2.32186 1.85327 0.57256  0.07
H5 0.87776 -2.07236 1.38122  0.04
H6 2.34214 -1.39285 0.69372  0.04
H7 -2.62193 0.22688 1.25535  0.08
H8 -2.25927 -1.71890 -0.32588  0.11
H9 0.72669 -0.59345 0.53571  -0.01
H10 1.22982 1.09998 -2.26940  0.10
H11 2.26777 1.38444 1.02197  0.03
H12 -0.65389 -2.78530 -1.89163  0.10
H13 2.84549 1.86331 2.59050  0.02
H14 -0.51309 2.06707 -0.93487  0.10

Cartesian forces, eV/Å:
S -0.04 -0.10 -0.04
C -0.38 -0.99 -0.48
C 0.00 -1.30 -0.75
C -0.28 0.58 -0.19
C -0.68 -0.46 0.36
C 0.30 0.77 1.26
C -0.13 -0.54 0.00
C -0.24 -0.87 -0.58
C 0.77 0.15 0.69
C -0.31 1.32 -0.25
H -0.02 0.55 -0.07
H -0.03 -0.11 -0.09
H -0.01 0.24 -0.09
H -0.21 0.27 0.10
H 0.15 0.00 0.32
H -0.08 0.17 -0.20
H 0.38 0.15 0.15
H -0.06 -0.16 -0.30
H 0.21 0.32 -0.03
H 0.01 -0.24 -0.46
H -0.04 -0.28 0.03
H 0.42 -0.12 0.27
H 0.29 -0.06 0.29
H -0.02 0.70 0.03

=====

# 2
A 2-piece molecular cluster, C9H14S overall, computed with ωB97M-V/def2-TZVPD.

Properties
LUMO level	0.84	eV
orbital gap	9.62	eV
charge	0
strongest force on any atom	3.8	eV/Å

Each line ends with the Löwdin charge.
Geometry (Å):
S1 3.68435 3.20920 -1.11651  0.66
C1 -0.60880 -1.29047 1.74317  -0.09
C2 -1.71501 0.22930 -0.37305  -0.07
C3 -2.16062 -3.15553 1.14668  -0.05
C4 -0.41540 0.05511 1.73733  -0.11
C5 -1.83857 -1.18902 -0.38591  -0.05
C6 -1.46490 -1.80655 0.78357  -0.30
C7 1.72951 1.23072 -1.00770  -0.24
C8 2.66141 1.98087 -1.92725  -0.70
C9 -1.00674 0.80289 0.71191  -0.13
H1 -1.37326 -3.95388 1.20383  0.08
H2 2.09996 2.40932 -2.89969  0.12
H3 -0.86109 1.84497 0.62324  0.08
H4 -2.35090 -1.70119 -1.17474  0.10
H5 3.37906 1.13715 -2.20009  0.08
H6 0.95805 0.63501 -1.53019  0.07
H7 -1.89374 0.82202 -1.26905  0.10
H8 1.35357 2.04244 -0.24474  0.07
H9 -2.64760 -3.05727 2.08265  0.05
H10 0.34523 0.60430 2.38149  0.13
H11 2.75322 4.14143 -0.77580  -0.14
H12 2.25030 0.56135 -0.21806  0.10
H13 -2.81815 -3.53958 0.28588  0.09
H14 -0.05988 -2.01256 2.42304  0.14

Cartesian forces, eV/Å:
S 0.13 0.46 0.12
C 0.66 -1.01 0.72
C 1.87 -1.12 0.49
C 1.96 -0.99 -3.06
C 1.60 2.04 -0.07
C -0.35 2.74 0.96
C -1.41 -3.21 0.26
C -0.44 1.07 3.47
C -0.10 -1.29 -2.24
C -1.03 -0.70 -1.21
H -0.61 0.53 0.39
H 1.41 -1.04 2.23
H 0.29 1.01 0.33
H -0.28 -0.27 -0.14
H -0.44 1.59 -0.51
H 0.24 0.57 0.45
H -0.37 0.00 0.36
H -0.37 -1.59 -1.66
H -0.71 -0.06 0.68
H -1.26 -0.97 -0.59
H 0.12 -0.51 -0.23
H -0.39 0.76 -1.72
H 0.55 0.86 1.49
H -1.07 1.11 -0.53

=====

# 3
C9H15AlBBrF5N3O2 as an isolated structure, computed with ωB97M-V/def2-TZVPD.

Properties
LUMO level	-3.32	eV
orbital gap	6.97	eV
charge	0
strongest force on any atom	4.7	eV/Å

Each line ends with the Löwdin charge.
Geometry (Å):
Br1 -1.29644 -0.11640 2.76938  0.75
Al1 -3.47635 -3.90515 -1.87611  0.05
F1 -4.55413 -4.61405 -3.08959  -0.25
F2 -1.81602 -3.85861 -2.50976  -0.25
F3 0.89761 4.20107 2.00181  0.06
F4 -3.51622 -4.88771 -0.40162  -0.25
F5 -4.00726 -2.25337 -1.50086  -0.26
O1 -0.31672 -0.17933 -0.31846  -0.10
O2 -1.81089 0.86708 -3.28153  0.16
N1 0.66506 0.51438 -3.74867  0.14
N2 -0.08435 1.82320 -1.59317  0.07
N3 0.19180 3.11916 -1.72925  0.13
C1 0.24449 1.84226 1.06270  0.01
C2 1.66307 0.49441 2.91541  -0.24
C3 -0.04248 1.22147 -0.31301  -0.08
C4 0.22963 1.13354 2.48465  -0.63
C5 0.51310 3.81818 -0.56884  0.02
C6 0.91905 -0.95320 -0.39625  -0.20
C7 1.57654 0.34104 4.54023  -0.13
C8 0.57476 3.37826 0.91593  -0.02
C9 0.60809 -2.50786 -0.73505  -0.04
B1 -0.44212 1.06070 -2.88853  -0.45
H1 1.10791 -0.70129 4.70948  0.08
H2 0.74943 -0.47382 -3.43723  0.09
H3 0.27728 -3.09789 0.18481  0.10
H4 1.58940 -2.92074 -1.17909  0.10
H5 0.06218 1.98280 3.24917  0.10
H6 0.77930 4.92553 -0.74002  0.14
H7 1.63583 -0.81779 0.47766  0.11
H8 -0.15698 -2.57039 -1.60678  0.08
H9 0.87035 1.09215 5.02056  0.08
H10 -2.41743 1.16871 -2.56499  0.13
H11 2.62364 0.32003 5.01015  0.09
H12 2.50627 1.22066 2.67299  0.12
H13 0.35316 0.46230 -4.73451  0.09
H14 1.48704 -0.56581 -1.32894  0.12
H15 1.81238 -0.56354 2.52735  0.10

Cartesian forces, eV/Å:
Br 1.00 0.76 -0.38
Al -0.49 -0.36 -0.02
F 1.20 0.80 1.25
F -1.33 0.17 0.63
F -0.92 -2.15 -3.34
F 0.17 1.09 -1.46
F 0.69 -1.42 -0.34
O 0.85 3.26 0.00
O 3.00 1.38 2.32
N -1.81 0.25 1.15
N 0.34 -0.33 4.36
N 0.81 1.22 3.68
C 0.36 3.56 -2.27
C -1.00 0.24 1.69
C -0.13 -1.84 1.20
C 1.05 1.02 -0.06
C 0.29 0.90 0.85
C 1.68 -1.65 -2.00
C -0.08 -1.41 -0.65
C -1.08 -4.14 -2.03
C 0.19 0.96 -0.49
B -1.86 -1.99 -3.00
H 0.73 1.71 0.00
H 0.35 0.65 -0.34
H 0.38 0.83 -1.47
H -1.43 0.51 0.99
H 0.12 -1.28 -1.46
H -0.57 -1.99 0.07
H -1.37 -0.03 -0.82
H 0.97 -0.02 1.75
H 1.21 -0.76 -0.58
H 0.20 -0.36 -0.84
H -1.67 0.26 -0.68
H -1.15 -1.03 -0.07
H 0.10 -0.04 0.81
H -0.72 -0.42 1.48
H -0.08 1.66 0.09

=====

# 4
A 2-piece molecular cluster, C9H15BClO5 overall, computed with ωB97M-V/def2-TZVPD.

Properties
LUMO level	1.44	eV
orbital gap	4.88	eV
charge	-1
strongest force on any atom	3.0	eV/Å

Each line ends with the Löwdin charge.
Geometry (Å):
Cl1 -3.95638 1.05237 -2.52784  0.57
O1 4.27833 -2.24534 4.22200  -0.13
O2 5.58226 -1.22768 2.68801  -0.12
O3 2.02244 0.66660 -0.64058  0.17
O4 0.71802 -1.18892 -0.76961  0.08
O5 -0.02681 -0.81404 1.35236  0.16
C1 3.24762 -1.44275 2.24289  -0.07
C2 1.07080 0.10475 -1.13575  -0.44
C3 -2.35972 1.57259 -1.81785  -0.62
C4 -2.58026 1.77983 -0.32221  -0.29
C5 0.25583 0.74450 -2.22984  -0.04
C6 -1.40156 -2.12415 -0.08319  0.03
C7 4.49546 -1.65780 3.13676  -0.82
C8 -1.33756 2.22295 0.44128  -0.06
C9 -0.19479 -1.30382 0.27288  -0.47
B1 -1.29783 0.46629 -2.18524  -0.17
H1 -3.31872 2.56489 -0.22784  0.10
H2 -1.49084 -2.89378 0.66506  0.09
H3 2.79857 -2.40980 1.99854  0.05
H4 -2.12928 2.52396 -2.27655  0.10
H5 -3.04717 0.90503 0.10188  0.09
H6 -0.44007 1.67999 0.19238  0.05
H7 2.50544 -0.84884 2.77881  0.05
H8 0.44300 1.80591 -2.24140  0.11
H9 -1.50031 2.06456 1.49636  0.08
H10 -1.68669 -0.62369 -2.46352  0.08
H11 -2.28191 -1.50374 -0.05321  0.08
H12 -1.18807 3.28444 0.30193  0.08
H13 0.61787 0.33729 -3.16967  0.13
H14 -1.30165 -2.56266 -1.06276  0.08
H15 3.50398 -0.92894 1.31592  0.04

Cartesian forces, eV/Å:
Cl 0.00 0.24 -0.11
O 0.00 -0.03 0.05
O 0.04 0.00 0.01
O -1.65 -1.06 -0.74
O -0.50 0.38 -0.51
O -0.06 0.07 -0.99
C 0.12 0.07 -0.14
C 2.45 1.29 1.13
C -0.18 -0.74 -0.13
C 0.21 0.37 -0.08
C -1.03 -0.13 0.12
C 0.66 -0.27 -0.14
C -0.04 -0.02 -0.04
C -0.44 -0.09 0.09
C -0.07 0.08 1.12
B 0.13 -0.14 -0.06
H -0.36 0.18 0.05
H -0.18 -0.29 0.29
H -0.05 -0.01 0.09
H 0.11 0.31 -0.19
H 0.07 -0.51 0.16
H 0.29 -0.06 -0.09
H -0.05 -0.07 0.03
H 0.45 0.31 0.18
H -0.01 -0.03 0.38
H -0.03 0.02 0.11
H -0.33 0.28 0.06
H 0.31 0.26 -0.16
H 0.12 -0.27 -0.28
H -0.03 -0.15 -0.24
H 0.01 0.00 0.02

=====

# 5
An isolated ion of composition C9H15BrN2 and charge +2, computed with ωB97M-V/def2-TZVPD.

Properties
LUMO level	-7.64	eV
orbital gap	9.13	eV
charge	+2
strongest force on any atom	4.5	eV/Å

Each line ends with the Löwdin charge.
Geometry (Å):
Br1 -3.75253 -0.90044 -0.13117  0.78
N1 -3.44955 2.07096 -0.07944  0.19
N2 1.11233 -1.39786 -0.03112  0.16
C1 -2.28862 0.08131 0.96046  -0.45
C2 -0.01096 -0.43706 0.10696  -0.23
C3 -0.08516 0.75522 -0.62509  -0.02
C4 -2.17691 1.54524 0.52456  -0.28
C5 -1.06844 1.65820 -0.54215  0.01
C6 3.59196 -0.40399 -0.66319  -0.04
C7 2.56807 -0.94807 0.38518  -0.16
C8 3.61527 -1.85773 -0.19976  -0.10
C9 -1.06015 -0.80562 0.78497  -0.06
H1 1.22404 -1.71602 -0.99989  0.19
H2 4.47760 -2.21265 0.34575  0.12
H3 -4.13099 2.14443 0.63984  0.16
H4 -2.65433 -0.03027 2.02939  0.14
H5 2.71633 -0.95245 1.46103  0.16
H6 -3.44043 3.00600 -0.47812  0.18
H7 3.25498 -2.59683 -1.00966  0.15
H8 0.83791 0.81733 -1.36780  0.18
H9 0.91283 -2.14193 0.62146  0.17
H10 -1.10214 -1.78638 1.23325  0.13
H11 -3.56996 1.40446 -0.86776  0.10
H12 -1.97489 2.23752 1.32520  0.17
H13 -1.09512 2.42350 -1.31332  0.13
H14 4.14826 0.36766 -0.31021  0.07
H15 3.40062 -0.32452 -1.79938  0.15

Cartesian forces, eV/Å:
Br 0.98 0.50 0.63
N 1.31 -0.50 -1.12
N 1.35 1.81 0.50
C -1.08 -1.58 1.05
C 0.38 -0.95 0.50
C 2.94 1.56 -2.85
C 1.62 0.45 -1.56
C 0.09 -0.47 -0.12
C -3.05 -2.74 -1.92
C 0.18 -1.35 -1.40
C -0.01 -0.32 -2.12
C -1.66 -0.18 1.37
H -0.33 -0.31 0.21
H -0.35 -0.12 0.49
H -1.56 -0.76 0.46
H 0.35 0.23 -1.39
H -0.55 1.14 -0.09
H 0.81 0.40 -0.11
H 0.77 1.24 1.30
H -2.35 0.60 1.21
H -0.13 -0.84 -0.25
H -0.34 -0.08 0.28
H -1.37 0.23 0.56
H 0.36 -0.11 0.70
H -0.07 0.28 0.42
H 2.07 1.71 1.12
H -0.38 0.13 2.13

=====

> Look up the strongest force on any atom of the third one.

4.7 eV/Å

=====

> The highest orbital gap belongs to which entry?

number 2